--- one ---
Entry from OMol25: C49H34Cl8N5O4S2Y as an isolated structure (ωB97M-V/def2-TZVPD).

Its lowest unoccupied orbital energy is -0.406 eV.

Structure (ORCA input):
```
! wB97M-V def2-TZVPD RIJCOSX def2/J DEFGRID3
* xyz 0 1
Y -0.909 -0.286 0.647
C -1.575 -2.842 -2.994
C -2.584 -3.770 -2.783
C -3.221 -3.788 -1.557
C -2.814 -2.878 -0.589
N -1.858 -1.990 -0.767
C -1.246 -1.972 -1.963
C -3.294 -2.672 0.759
C -4.327 -3.506 1.186
C -4.829 -3.387 2.455
C -4.242 -2.426 3.233
C -3.212 -1.638 2.718
N -2.631 -1.651 1.446
C -2.630 -0.675 3.624
C -2.937 -0.379 4.953
C -2.212 0.603 5.591
C -1.206 1.259 4.885
C -0.992 0.897 3.576
N -1.696 -0.060 2.937
H -1.049 -2.790 -3.938
H -2.872 -4.467 -3.562
H -4.011 -4.503 -1.377
H -0.453 -1.218 -2.054
H -4.741 -4.255 0.526
H -5.628 -4.018 2.822
H -4.585 -2.293 4.249
H -3.718 -0.896 5.491
H -2.420 0.855 6.622
H -0.606 2.034 5.345
H -0.242 1.354 3.001
Cl -0.313 6.762 2.822
C -0.878 5.164 2.451
C -0.013 4.229 1.888
Cl 1.634 4.655 1.555
C -0.476 2.953 1.596
Cl 0.610 1.763 0.882
C -1.816 2.535 1.844
O -2.216 1.347 1.561
C -2.650 3.522 2.414
Cl -4.301 3.095 2.754
C -2.200 4.806 2.714
Cl -3.278 5.966 3.414
O 0.274 -0.314 -0.929
Cl 2.333 2.797 -4.169
C 3.197 1.809 -3.048
C 3.215 2.143 -1.706
C 3.910 1.340 -0.815
C 4.591 0.198 -1.240
C 5.298 -0.640 -0.197
C 4.562 -1.957 0.049
N 3.328 -1.711 0.763
C 3.162 -1.657 2.127
C 1.844 -1.355 2.308
N 1.212 -1.219 1.089
C 2.133 -1.464 0.182
O 6.639 -0.849 -0.608
C 7.590 -0.897 0.441
C 7.804 -2.284 0.967
C 8.281 -3.336 0.237
Cl 8.740 -3.326 -1.419
S 8.406 -4.780 1.124
C 7.830 -4.010 2.536
C 7.552 -2.692 2.314
C 4.552 -0.119 -2.597
Cl 5.329 -1.526 -3.241
C 3.863 0.681 -3.499
H 2.688 3.018 -1.350
H 3.902 1.610 0.234
H 5.307 -0.064 0.736
H 5.163 -2.647 0.644
H 4.322 -2.482 -0.875
H 3.964 -1.834 2.824
H 1.312 -1.223 3.238
H 1.979 -1.457 -0.884
H 7.320 -0.210 1.249
H 8.529 -0.526 0.022
H 7.729 -4.566 3.454
H 7.182 -2.035 3.089
H 3.841 0.422 -4.548
O -3.119 -0.276 -0.705
S -2.377 0.846 -1.355
C -2.493 0.551 -3.126
C -3.528 -0.213 -3.643
C -3.604 -0.432 -5.010
C -2.641 0.105 -5.856
C -1.599 0.860 -5.332
C -1.523 1.082 -3.964
C -3.553 2.217 -1.375
C -3.129 3.478 -1.779
C -4.022 4.540 -1.781
C -5.335 4.345 -1.370
C -5.752 3.087 -0.954
C -4.859 2.024 -0.953
H -4.273 -0.641 -2.983
H -4.414 -1.026 -5.414
H -2.700 -0.069 -6.923
H -0.843 1.271 -5.989
H -0.700 1.661 -3.559
H -2.105 3.643 -2.094
H -3.695 5.521 -2.099
H -6.032 5.173 -1.369
H -6.771 2.932 -0.626
H -5.183 1.045 -0.620
*
```

Results of the Mulliken charge analysis, in e, for atoms 1 through 8: Y 1.53; C -1.40; C -0.94; C -0.55; C 0.67; N 0.33; C -1.10; C 1.23

--- two ---
Entry from OMol25: C49H34Cl8N5O4S2Y as an isolated structure (ωB97M-V/def2-TZVPD).

Its lowest unoccupied orbital energy (spin up / spin down) is -0.177 / -0.005 eV.

Structure (ORCA input):
```
! wB97M-V def2-TZVPD RIJCOSX def2/J DEFGRID3
* xyz 0 1
Y 0.544 1.790 -0.574
C 3.747 -0.835 1.571
C 4.093 -0.183 2.756
C 3.497 1.009 3.065
C 2.552 1.547 2.182
N 2.199 0.943 1.051
C 2.807 -0.259 0.751
C 1.828 2.805 2.351
C 2.078 3.560 3.461
C 1.418 4.785 3.655
C 0.532 5.169 2.679
C 0.313 4.362 1.567
N 0.938 3.135 1.328
C -0.606 4.808 0.560
C -1.344 6.020 0.569
C -2.159 6.316 -0.478
C -2.267 5.413 -1.558
C -1.545 4.256 -1.485
N -0.698 3.928 -0.444
H 4.205 -1.773 1.296
H 4.829 -0.613 3.425
H 3.768 1.513 3.980
H 2.518 -0.730 -0.158
H 2.787 3.228 4.204
H 1.603 5.397 4.526
H 0.010 6.107 2.789
H -1.263 6.721 1.385
H -2.716 7.244 -0.488
H -2.891 5.627 -2.410
H -1.567 3.503 -2.356
Cl 5.325 3.898 -6.190
C 4.036 3.727 -5.057
C 4.084 2.703 -4.109
Cl 5.391 1.591 -4.023
C 3.037 2.611 -3.232
Cl 2.795 1.479 -1.958
C 1.914 3.469 -3.211
O 1.061 3.196 -2.306
C 1.900 4.483 -4.175
Cl 0.557 5.565 -4.204
C 2.948 4.606 -5.082
Cl 2.908 5.860 -6.257
O -0.345 0.301 -1.655
Cl 4.110 -4.024 5.919
C 2.976 -4.250 4.628
C 1.640 -4.480 4.916
C 0.745 -4.655 3.878
C 1.156 -4.600 2.552
C 0.150 -4.777 1.445
C -0.837 -3.618 1.319
N -0.344 -2.497 0.548
C -0.510 -2.303 -0.815
C 0.164 -1.093 -1.084
N 0.706 -0.598 0.077
C 0.361 -1.463 1.023
O -0.607 -5.952 1.730
C -0.643 -6.869 0.649
C 0.705 -7.449 0.335
C 1.472 -8.162 1.203
Cl 1.085 -8.578 2.823
S 2.970 -8.648 0.541
C 2.592 -7.900 -0.949
C 1.370 -7.311 -0.920
C 2.502 -4.381 2.292
Cl 3.107 -4.339 0.662
C 3.416 -4.203 3.320
H 1.301 -4.528 5.941
H -0.294 -4.852 4.108
H 0.671 -4.897 0.495
H -1.149 -3.228 2.290
H -1.735 -3.985 0.822
H -1.057 -2.984 -1.442
H 0.282 -0.541 -2.108
H 0.618 -1.371 2.069
H -1.067 -6.383 -0.239
H -1.336 -7.660 0.938
H 3.293 -7.930 -1.767
H 0.957 -6.778 -1.766
H 4.461 -4.033 3.101
O -1.329 1.416 -2.910
S -2.036 2.223 -1.850
C -3.694 2.510 -2.599
C -4.044 1.594 -3.579
C -5.263 1.686 -4.224
C -6.150 2.701 -3.895
C -5.805 3.618 -2.917
C -4.580 3.524 -2.271
C -2.805 1.027 -0.623
C -3.406 1.552 0.515
C -3.986 0.725 1.465
C -3.975 -0.648 1.282
C -3.378 -1.182 0.150
C -2.790 -0.350 -0.793
H -3.352 0.806 -3.845
H -5.521 0.964 -4.988
H -7.104 2.775 -4.399
H -6.492 4.411 -2.653
H -4.344 4.244 -1.506
H -3.429 2.628 0.672
H -4.450 1.153 2.344
H -4.431 -1.300 2.017
H -3.365 -2.255 0.000
H -2.328 -0.779 -1.665
*
```

Results of the Mulliken charge analysis, in e, for atoms 1 through 8: Y 1.67; C -0.79; C -1.03; C -0.84; C 0.49; N 0.67; C -0.67; C 0.72

Order from most stable to least stable according to the calculation: one, two